1.
This record from the Open Molecules 2025 dataset describes a structure of composition C3H6O4Yb at a distorted geometry. The level of theory is wB97M-V/def2-TZVPD.

## Properties
F_max = 5.45 eV/Å
molecular weight = 279.117 g mol⁻¹
E_HOMO (spin up / spin down) = -22.24 / -22.13 eV
orbital gap (spin up / spin down) = 0.3560 / 0.1264 hartree
total charge = +3
multiplicity = 2

```
14
C3H6O4Yb wB97M-V/def2-TZVPD
O 1.07 -0.71 0.14
C 0.14 0.10 0.56
C 0.49 -1.99 -0.18
O 0.48 3.14 -0.56
O -1.08 -0.41 0.48
C -1.02 -1.73 -0.10
Yb -1.23 3.09 0.89
H 0.84 -2.71 0.56
H 0.83 -2.27 -1.18
H -1.55 -2.41 0.57
H -1.51 -1.67 -1.08
O 0.36 1.10 1.27
H 0.83 3.91 -1.03
H 1.34 2.55 -0.34
```


2.
This record from the Open Molecules 2025 dataset describes a cluster of 2 separate species, C5H16NO in total at a distorted geometry. The level of theory is wB97M-V/def2-TZVPD.

## Properties
F_max = 1.15 eV/Å
molecular weight = 106.189 g mol⁻¹
relative energy (zero: lowest compared OMol25 entry of this formula, charge and spin) = 0.514 eV
E_HOMO = -15.09 eV
orbital gap = 0.4376 hartree
total charge = +1

```
23
C5H16NO wB97M-V/def2-TZVPD
C -0.43 0.03 1.18
C 0.99 0.50 0.86
C 1.62 0.07 -0.50
C 0.97 0.59 -1.80
C 0.58 2.04 -1.76
N -0.99 -0.95 0.18
H -1.15 0.84 1.27
H -0.47 -0.48 2.13
H 1.06 1.58 0.94
H 1.67 0.10 1.59
H 2.66 0.40 -0.40
H 1.71 -1.02 -0.48
H 1.68 0.43 -2.60
H 0.10 -0.04 -2.03
H -0.02 2.34 -0.89
H 0.03 2.34 -2.65
H 1.44 2.70 -1.74
H -1.84 -1.39 0.56
H -1.26 -0.42 -0.65
H -0.28 -1.64 -0.07
H -2.21 -3.28 2.39
H -3.26 -2.19 2.56
O -2.61 -2.52 1.93
```